{
  "formula": "C56H55N6O3P2S3Ti",
  "method": "the ωB97M-V functional and the def2-TZVPD basis",
  "charge": -2,
  "spin_multiplicity": 2,
  "s_squared": 0.768,
  "gap_ha": [0.124, 0.199],
  "lumo_energy_ev": [3.6, 3.6],
  "elements": ["Ti", "S", "S", "S", "P", "P", "O", "O", "O", "N", "N", "N", "N", "N", "N", "C", "C", "C", "C", "C", "C", "C", "C", "C", "C", "C", "C", "C", "C", "C", "C", "C", "C", "C", "C", "C", "C", "C", "C", "C", "C", "C", "C", "C", "C", "C", "C", "C", "C", "C", "C", "C", "C", "C", "C", "C", "C", "C", "C", "C", "C", "C", "C", "C", "C", "C", "C", "C", "C", "C", "C", "H", "H", "H", "H", "H", "H", "H", "H", "H", "H", "H", "H", "H", "H", "H", "H", "H", "H", "H", "H", "H", "H", "H", "H", "H", "H", "H", "H", "H", "H", "H", "H", "H", "H", "H", "H", "H", "H", "H", "H", "H", "H", "H", "H", "H", "H", "H", "H", "H", "H", "H", "H", "H", "H", "H"],
  "positions_angstrom": [[1.088, -0.049, -0.598], [3.798, 0.837, -1.811], [0.647, 0.915, 4.056], [0.817, 1.856, 1.152], [-6.490, 0.956, 1.066], [-3.315, 0.119, 0.859], [3.582, -0.423, -2.503], [4.715, 0.838, -0.703], [2.496, -0.740, 0.306], [5.730, 4.802, -5.816], [-0.044, -0.542, 2.004], [0.188, 1.226, -1.978], [2.374, 1.456, -1.369], [-0.111, -0.813, 0.641], [1.672, 2.398, -3.439], [0.133, -2.239, 0.297], [-10.014, -0.691, 3.633], [-0.703, 2.398, -3.893], [-6.206, 4.899, 2.128], [-5.814, 3.653, 4.138], [-2.192, 3.584, 3.706], [-4.231, 2.081, -1.079], [3.428, 0.433, 6.310], [1.403, -2.735, 1.018], [-8.848, -1.429, 3.556], [2.551, -1.915, 0.939], [-7.825, 0.244, 2.133], [3.755, -0.334, 7.426], [-2.365, 2.766, 1.444], [1.410, 1.726, -2.350], [-0.189, -2.670, -2.442], [-2.941, 1.342, 3.284], [-5.086, -0.167, 1.503], [-4.711, 2.403, -2.340], [-7.761, -0.966, 2.811], [-2.609, 2.342, 4.179], [2.911, -0.160, 5.160], [-3.848, 0.772, -0.778], [3.840, -3.564, 2.149], [-5.937, 4.873, 3.486], [-3.995, -0.205, -1.760], [-10.096, 0.517, 2.953], [4.504, 1.954, -2.994], [3.074, -2.312, 6.244], [-6.333, 3.703, 1.424], [3.571, -1.710, 7.399], [0.592, 2.721, -4.256], [1.515, -3.955, 1.666], [5.005, 2.544, -5.262], [-2.883, 1.560, 1.903], [0.558, -2.076, -1.213], [5.312, 3.842, -4.862], [2.721, -4.383, 2.227], [-5.951, 2.465, 3.433], [-0.778, -1.545, -3.305], [-2.050, 3.782, 2.345], [0.847, -3.415, -3.296], [4.596, 1.605, -4.330], [-9.016, 0.972, 2.210], [-6.183, 2.477, 2.062], [3.751, -2.329, 1.516], [2.469, 0.668, 3.989], [-0.894, 1.649, -2.752], [-4.833, 1.423, -3.316], [-1.087, -3.026, 0.774], [0.362, 0.636, 2.302], [5.256, 4.170, -3.510], [4.851, 3.227, -2.578], [-4.481, 0.114, -3.021], [-1.328, -3.664, -2.171], [2.748, -1.546, 5.136], [-2.164, -3.197, -1.646], [-1.135, -2.906, 1.860], [-6.315, 5.845, 1.612], [-1.284, -1.946, -4.198], [1.706, -2.770, -3.508], [3.566, 1.511, 6.329], [2.939, 1.649, 3.976], [5.356, 4.627, -6.735], [-10.855, -1.053, 4.211], [-1.991, -2.588, 0.356], [1.575, -2.461, -1.288], [0.008, -0.862, -3.629], [-1.652, 4.718, 1.969], [-1.555, 2.713, -4.487], [4.154, 0.147, 8.313], [-5.018, -0.276, 2.589], [4.316, 0.599, -4.627], [-2.162, 2.907, 0.391], [1.205, -4.304, -2.766], [-3.712, -1.229, -1.532], [-5.607, 3.630, 5.202], [-0.983, -4.524, -1.592], [-11.005, 1.105, 3.004], [4.604, -1.666, 1.424], [2.356, -2.016, 4.238], [-4.567, -0.657, -3.777], [5.546, 5.749, -5.527], [4.780, 3.476, -1.524], [-4.993, 3.427, -2.560], [-3.219, 0.362, 3.663], [-9.082, 1.919, 1.682], [-1.046, -4.090, 0.529], [-1.700, -4.036, -3.133], [5.509, 5.179, -3.193], [-5.822, 5.799, 4.037], [-6.860, -1.565, 2.762], [-6.545, 3.717, 0.359], [2.940, -3.388, 6.210], [0.827, 3.259, -5.168], [2.781, -5.351, 2.713], [3.807, -2.309, 8.271], [-8.773, -2.376, 4.078], [5.060, 2.283, -6.316], [0.650, -4.606, 1.746], [-1.937, 4.375, 4.402], [4.785, -3.885, 2.578], [-5.204, 1.678, -4.302], [0.402, -3.737, -4.248], [2.664, 0.166, 3.043], [-4.147, 2.854, -0.327], [-5.869, 1.518, 3.957], [-2.649, 2.149, 5.246], [-1.873, 1.344, -2.425], [-1.498, -0.967, -2.725], [-5.375, -1.132, 1.080]],
  "forces_ev_per_angstrom": [[-1.822, 1.033, -0.894], [-0.111, -0.091, -0.358], [-0.056, -0.044, -0.087], [-0.131, -0.533, 0.258], [0.198, -0.131, 0.081], [-0.702, 0.052, 0.105], [0.115, 0.050, -0.148], [-0.087, 0.166, 0.211], [1.395, -1.149, 0.943], [0.111, -0.217, 0.146], [-0.194, -0.468, 0.077], [0.535, 0.102, -0.465], [0.762, -0.121, -0.576], [0.032, -0.081, 1.066], [-0.109, 0.263, -0.041], [0.227, 0.137, 0.292], [-0.037, 0.001, 0.003], [0.135, -0.099, 0.124], [-0.033, -0.124, -0.144], [-0.048, -0.150, 0.018], [-0.034, -0.080, 0.007], [0.076, -0.065, -0.024], [-0.019, -0.045, -0.001], [-0.164, 0.097, -0.188], [0.244, -0.095, -0.075], [-0.031, 0.101, 0.078], [-0.048, 0.143, -0.063], [-0.019, -0.019, -0.091], [-0.046, 0.011, 0.085], [-0.260, 0.612, -0.772], [-0.144, 0.294, -0.104], [0.037, 0.043, 0.029], [0.145, 0.200, -0.009], [0.008, 0.004, 0.043], [-0.074, -0.194, 0.101], [0.074, 0.016, -0.053], [0.001, 0.054, 0.064], [-0.031, 0.104, 0.049], [-0.045, 0.042, -0.011], [-0.030, -0.012, -0.020], [0.047, -0.017, -0.013], [0.100, 0.168, -0.122], [-0.168, 0.076, -0.086], [0.046, 0.013, 0.024], [0.093, 0.202, -0.036], [-0.028, 0.105, -0.071], [0.334, -0.101, 0.035], [0.056, -0.080, 0.176], [0.048, 0.023, -0.031], [0.120, -0.006, 0.033], [-0.306, -0.242, 0.170], [0.051, 0.036, -0.079], [-0.004, 0.087, -0.048], [0.099, 0.100, 0.176], [0.017, -0.149, -0.051], [-0.022, -0.022, -0.057], [0.038, 0.009, -0.052], [-0.005, -0.078, -0.019], [-0.149, 0.002, 0.095], [-0.314, -0.017, -0.050], [0.099, -0.065, -0.019], [-0.208, 0.069, 0.129], [0.113, -0.055, 0.344], [0.001, -0.061, 0.038], [0.035, -0.132, -0.151], [-0.143, 0.222, -0.126], [0.013, 0.035, 0.032], [0.044, 0.064, 0.002], [-0.049, 0.060, 0.015], [0.093, 0.004, 0.050], [-0.016, -0.039, -0.034], [0.056, -0.064, -0.033], [-0.022, -0.005, -0.049], [0.016, -0.017, -0.013], [0.032, 0.026, 0.097], [-0.085, -0.058, 0.007], [-0.013, -0.083, 0.010], [0.150, -0.041, -0.005], [-0.064, 0.032, -0.025], [0.012, 0.008, -0.001], [0.004, -0.038, -0.015], [0.109, -0.090, 0.045], [-0.042, 0.027, 0.001], [0.000, -0.063, 0.011], [0.052, -0.050, 0.028], [-0.029, -0.022, -0.027], [0.025, -0.134, -0.036], [-0.037, 0.132, 0.025], [-0.015, 0.028, 0.017], [0.038, 0.052, -0.024], [0.055, 0.055, -0.060], [0.009, -0.031, -0.050], [-0.052, 0.049, 0.001], [0.025, 0.016, -0.021], [-0.023, -0.024, 0.009], [0.006, 0.039, 0.069], [0.018, -0.010, 0.007], [-0.079, 0.070, -0.001], [-0.031, 0.011, -0.111], [0.028, -0.027, -0.002], [0.009, 0.078, -0.006], [-0.053, -0.009, 0.023], [-0.029, 0.069, 0.015], [-0.017, 0.012, 0.042], [-0.010, -0.062, -0.011], [0.001, -0.031, -0.011], [-0.042, 0.006, 0.048], [0.028, 0.021, 0.026], [-0.005, 0.039, -0.019], [-0.015, -0.006, 0.083], [-0.016, 0.034, -0.007], [0.031, -0.009, -0.023], [0.025, 0.028, -0.022], [0.001, 0.001, 0.075], [0.034, 0.076, -0.029], [0.024, -0.033, -0.015], [-0.076, 0.046, -0.013], [0.027, 0.006, 0.000], [0.062, 0.030, 0.049], [0.092, -0.017, -0.022], [-0.040, -0.013, -0.025], [0.024, 0.057, -0.016], [0.004, 0.005, -0.049], [-0.069, -0.066, 0.076], [-0.005, 0.042, -0.028], [0.021, -0.112, 0.071]]
}

***

{
  "formula": "C56H59FMoN9O6Te",
  "method": "the ωB97M-V functional and the def2-TZVPD basis",
  "charge": 2,
  "spin_multiplicity": 4,
  "s_squared": 3.766,
  "relative_energy_kcal_mol": 15.3,
  "gap_ha": [0.213, 0.256],
  "lumo_energy_ev": [-4.6, -4.6],
  "elements": ["Te", "Mo", "F", "O", "O", "O", "O", "O", "O", "N", "N", "N", "N", "N", "N", "N", "N", "N", "C", "C", "C", "C", "C", "C", "C", "C", "C", "C", "C", "C", "C", "C", "C", "C", "C", "C", "C", "C", "C", "C", "C", "C", "C", "C", "C", "C", "C", "C", "C", "C", "C", "C", "C", "C", "C", "C", "C", "C", "C", "C", "C", "C", "C", "C", "C", "C", "C", "C", "C", "C", "C", "C", "C", "C", "H", "H", "H", "H", "H", "H", "H", "H", "H", "H", "H", "H", "H", "H", "H", "H", "H", "H", "H", "H", "H", "H", "H", "H", "H", "H", "H", "H", "H", "H", "H", "H", "H", "H", "H", "H", "H", "H", "H", "H", "H", "H", "H", "H", "H", "H", "H", "H", "H", "H", "H", "H", "H", "H", "H", "H", "H", "H", "H"],
  "positions_angstrom": [[-2.397, -0.421, -3.690], [-0.355, -0.704, 0.466], [5.308, 0.399, 4.249], [0.234, -7.115, -0.094], [1.056, 0.213, -0.854], [1.054, 0.355, 1.718], [-1.465, 3.383, 0.345], [-1.465, -1.720, 4.420], [-1.249, 1.177, 0.601], [-1.588, -5.033, -0.520], [-0.940, -0.308, -1.665], [5.827, 3.118, 4.972], [1.788, 4.269, 2.555], [-0.442, -1.687, 2.363], [8.023, 4.289, 5.626], [-2.542, -0.941, 1.165], [1.385, -2.143, 0.595], [-1.068, -2.623, -0.345], [-0.867, 2.394, 0.738], [-5.743, -1.668, -6.154], [-3.555, 1.127, -2.852], [-2.950, 2.347, -2.545], [-4.171, 0.272, -6.315], [3.820, 3.655, 3.745], [-5.032, -0.662, 2.289], [5.607, 4.082, 6.051], [-4.910, 0.904, -2.599], [-3.930, -0.932, 3.092], [2.009, 5.712, 2.791], [7.967, 2.866, 6.118], [0.726, 3.893, 1.832], [2.121, 1.805, -4.718], [0.416, 2.610, 1.494], [-1.307, -3.743, -0.428], [-0.236, -6.361, 1.011], [2.688, 3.305, 2.990], [-6.252, -2.816, -5.555], [1.681, -0.468, -5.378], [-7.437, -3.537, -6.142], [2.207, 0.786, -5.662], [-1.464, -1.504, 3.216], [-3.739, 3.314, -1.920], [-5.650, -3.273, -4.392], [-4.864, -0.555, 0.918], [4.455, 1.367, 3.842], [0.934, 0.334, -3.228], [0.754, -2.252, 2.938], [4.703, 2.709, 4.210], [3.013, 6.320, 1.830], [-4.662, -0.977, -5.621], [3.380, 1.009, 3.095], [1.499, 1.575, -3.500], [-4.563, -2.620, -3.815], [-3.591, -0.689, 0.387], [2.194, -2.400, -0.433], [-1.514, 2.670, -2.867], [-5.080, 3.102, -1.656], [0.260, 0.087, -1.915], [-5.678, 1.899, -2.016], [3.408, -3.039, -0.275], [1.042, -0.689, -4.165], [-2.709, -1.074, 2.478], [-4.081, -1.470, -4.440], [-4.003, -3.184, -2.535], [6.853, 2.139, 5.360], [1.262, 1.565, 1.919], [2.459, 1.966, 2.669], [2.948, -3.163, 2.062], [-1.038, -5.793, -1.660], [-1.618, -5.808, 0.743], [1.734, -2.528, 1.827], [3.793, -3.417, 1.002], [6.791, 5.042, 6.088], [0.321, -6.339, -1.277], [2.675, 6.204, 0.800], [-0.986, -5.144, -2.533], [6.991, 5.414, 7.090], [-5.372, -0.036, -2.867], [-4.688, -3.009, -1.701], [8.933, 2.398, 5.950], [-8.341, -3.325, -5.569], [-6.733, 1.734, -1.841], [1.210, -1.612, 3.702], [-3.866, -4.263, -2.619], [3.120, 7.386, 2.033], [-2.337, -6.615, 0.609], [-5.697, -0.354, 0.255], [-0.877, 2.470, -2.005], [-1.414, 3.729, -3.111], [8.872, 4.760, 5.937], [-4.301, 1.155, -5.685], [-3.111, 0.207, -6.570], [-1.731, -6.609, -1.865], [-6.035, -4.169, -3.913], [1.855, -2.072, -1.405], [7.261, 1.682, 4.462], [1.025, -5.508, -1.129], [-5.666, 3.880, -1.181], [2.300, 5.846, 3.832], [4.025, 4.698, 3.940], [2.544, 2.778, -4.933], [0.626, -1.666, -3.940], [4.742, -3.913, 1.166], [-0.250, -7.030, 1.868], [1.768, -1.269, -6.102], [-3.276, 4.255, -1.645], [-7.288, -4.617, -6.127], [4.703, 4.659, 5.893], [-1.955, -5.158, 1.549], [6.667, 5.883, 5.411], [0.458, -5.533, 1.220], [-6.015, -0.542, 2.730], [-4.723, 0.439, -7.239], [-7.618, -3.232, -7.171], [3.233, -0.033, 2.833], [7.791, 2.924, 7.190], [4.031, -3.227, -1.139], [0.058, 4.681, 1.505], [5.486, 3.569, 7.011], [3.996, 5.852, 1.911], [8.031, 4.280, 4.605], [0.707, -6.992, -2.057], [0.524, -3.192, 3.449], [6.476, 1.340, 6.001], [-1.138, 2.101, -3.719], [3.203, -3.458, 3.074], [-3.989, -1.052, 4.165], [1.441, 2.363, -2.758], [-3.047, -2.740, -2.264], [-3.392, -0.581, -0.673], [1.039, 6.188, 2.680], [2.683, 0.971, -6.616], [-6.198, -1.300, -7.068]],
  "forces_ev_per_angstrom": [[0.169, 0.282, 0.024], [-0.086, 0.839, -0.441], [-0.143, -0.053, -0.089], [-0.056, 0.072, -0.012], [-0.325, -0.360, 0.048], [0.036, -0.563, 0.006], [-0.087, -0.199, -0.015], [0.037, -0.026, -0.051], [-0.470, -0.122, -0.060], [-0.149, 0.397, 0.070], [0.569, 0.020, 0.019], [0.003, 0.012, 0.172], [0.322, 0.147, 0.110], [0.376, 0.208, 0.015], [-0.155, -0.093, 0.095], [0.143, -0.083, -0.063], [-0.265, 0.079, 0.247], [-0.326, 0.232, -0.141], [0.207, 0.177, 0.024], [0.018, 0.049, -0.042], [-0.013, -0.095, 0.091], [0.041, 0.100, -0.001], [-0.013, -0.094, 0.069], [-0.235, 0.263, -0.171], [-0.011, 0.002, 0.180], [-0.025, -0.144, -0.081], [0.028, 0.103, 0.047], [-0.337, 0.036, 0.029], [-0.065, -0.254, 0.026], [0.044, 0.174, -0.098], [-0.165, 0.149, -0.116], [-0.001, -0.059, 0.017], [-0.024, 0.077, 0.019], [0.024, -1.087, -0.161], [0.175, -0.080, -0.065], [0.009, 0.266, 0.059], [-0.069, -0.038, -0.012], [0.036, 0.073, 0.032], [0.051, 0.030, 0.016], [-0.044, -0.020, 0.025], [-0.307, 0.012, -0.056], [0.042, 0.056, -0.052], [-0.020, -0.059, 0.031], [0.055, 0.010, -0.158], [0.219, 0.199, 0.214], [-0.150, -0.047, 0.016], [0.032, -0.023, -0.274], [0.290, -0.368, -0.001], [0.065, -0.018, -0.085], [-0.026, -0.038, -0.016], [-0.055, -0.326, -0.089], [0.112, 0.062, -0.001], [-0.150, -0.069, -0.061], [0.006, 0.115, 0.003], [0.226, -0.130, -0.178], [-0.214, 0.019, 0.067], [0.005, -0.049, -0.031], [0.354, -0.268, 0.319], [0.087, -0.016, 0.038], [-0.145, 0.045, -0.125], [-0.009, -0.022, -0.011], [0.418, -0.237, 0.131], [-0.057, -0.007, -0.108], [-0.029, 0.025, 0.014], [0.001, 0.183, -0.055], [0.232, 0.455, 0.156], [-0.311, 0.022, -0.158], [-0.140, 0.001, 0.115], [-0.097, 0.122, 0.061], [-0.029, 0.152, -0.135], [0.056, -0.009, 0.220], [0.189, -0.090, 0.013], [0.202, -0.024, -0.040], [0.109, -0.084, 0.136], [-0.004, 0.011, 0.029], [-0.005, 0.006, -0.001], [0.012, 0.011, 0.031], [-0.003, -0.062, -0.036], [0.001, 0.004, -0.024], [0.037, -0.010, -0.010], [0.012, 0.014, 0.011], [0.017, 0.000, 0.005], [0.022, 0.091, -0.041], [-0.014, -0.017, -0.005], [0.002, -0.020, 0.001], [-0.032, -0.015, -0.010], [0.048, 0.003, 0.062], [-0.049, -0.009, -0.019], [-0.020, 0.003, 0.011], [0.000, -0.005, 0.030], [-0.011, -0.006, 0.021], [-0.006, -0.024, 0.003], [-0.025, -0.006, -0.020], [0.019, 0.032, -0.027], [0.010, 0.055, -0.011], [-0.007, -0.019, -0.009], [0.031, 0.020, 0.002], [0.017, -0.017, -0.014], [0.008, 0.016, 0.042], [-0.023, -0.044, 0.003], [-0.022, -0.022, -0.002], [-0.020, 0.035, -0.015], [-0.042, 0.018, -0.012], [0.021, -0.024, 0.023], [-0.027, 0.027, 0.022], [-0.033, -0.056, -0.011], [0.013, 0.009, 0.005], [-0.054, -0.042, -0.030], [-0.020, -0.003, 0.012], [-0.017, 0.021, -0.025], [0.026, 0.017, 0.005], [0.048, -0.017, -0.018], [-0.012, -0.017, 0.021], [0.015, 0.004, 0.005], [-0.039, 0.080, 0.043], [-0.016, -0.011, 0.026], [0.006, -0.002, 0.026], [-0.004, -0.048, -0.009], [0.011, -0.003, 0.043], [-0.030, 0.014, 0.009], [-0.012, -0.017, -0.017], [0.023, -0.024, -0.003], [-0.021, -0.036, 0.065], [-0.019, 0.005, 0.056], [-0.049, 0.026, 0.034], [0.000, -0.003, -0.049], [-0.032, 0.012, -0.033], [0.002, -0.046, -0.048], [0.077, 0.047, 0.000], [0.003, 0.049, 0.061], [-0.030, 0.022, -0.001], [0.018, -0.015, 0.034], [0.012, -0.021, 0.043]]
}